Entry 1:
DFT (ωB97M-V/def2-TZVPD) results for a structure of composition C21H32N3O3PS2SiTeV.

XYZ file:
```
65
Properties=species:S:1:pos:R:3:forces:R:3:lowdin_spin:R:1
V 0.48480 0.11237 -0.18874 1.28 -1.08 -2.26 0.9325
C -0.21570 3.39425 1.61819 0.12 0.01 -0.16 0.0037
C -0.84367 2.06294 1.79503 -0.37 -0.13 0.11 0.0266
N -0.68356 1.09322 0.96256 -1.22 1.98 1.14 -0.0090
C -1.39488 -0.12519 1.32857 -1.32 -0.26 0.27 0.0014
C -1.69015 -0.06705 2.81030 -0.08 0.31 0.00 0.0016
S -1.83019 1.70628 3.17811 0.11 -0.03 -0.22 0.0205
C -0.43414 -2.27780 0.56898 -0.62 -1.49 -0.11 0.0010
C -1.33998 -3.28293 0.75399 0.24 -0.21 -0.25 -0.0007
S -0.97093 -4.61973 -0.26767 0.58 0.78 0.09 0.0008
C 0.40751 -3.73077 -0.88260 -0.65 -0.69 0.12 0.0010
N 0.52410 -2.55488 -0.37340 0.34 0.78 -0.11 0.0035
C 1.31018 -4.34641 -1.88781 0.06 0.03 -0.23 0.0001
H 0.63038 3.29049 0.93831 -0.01 0.07 0.04 0.0003
H 0.12214 3.78269 2.57496 0.03 0.05 0.05 0.0006
H -0.93511 4.09501 1.19088 -0.02 -0.01 0.01 0.0014
H -2.63667 -0.52309 3.09445 0.08 -0.16 0.02 0.0000
H -2.16090 -3.34102 1.43769 -0.17 0.11 0.19 0.0000
H 1.07114 -5.40157 -2.00759 0.07 -0.01 -0.06 0.0000
H 2.34839 -4.24611 -1.57518 0.00 0.00 0.04 0.0000
H 1.20308 -3.84979 -2.85355 0.00 0.00 0.01 0.0001
C -0.83403 -2.28912 4.49852 0.36 0.50 -0.28 0.0001
Si 0.04027 -1.15619 3.20969 0.70 -0.05 0.46 0.0006
C 1.50956 -2.36233 2.77750 -0.32 0.29 0.11 0.0006
C 1.07764 0.28277 3.93880 -0.42 -0.43 -0.16 0.0003
N -0.30163 -1.07414 1.23737 -0.04 -1.03 1.42 0.0001
C -2.49193 -0.41892 0.32353 -0.17 0.24 -0.13 0.0002
C -3.66102 -1.08584 0.67042 0.18 0.20 0.03 0.0000
C -4.58326 -1.43666 -0.29995 -0.03 -0.06 0.08 0.0006
C -4.35262 -1.12694 -1.62829 -0.07 0.02 -0.05 0.0002
C -3.19585 -0.45463 -1.98365 0.14 0.04 -0.25 0.0008
C -2.27060 -0.10306 -1.01715 0.07 -0.05 0.40 0.0017
H -0.07907 -2.67295 5.17297 0.27 -0.22 0.19 0.0000
H -1.30642 -3.14840 4.03397 -0.11 -0.22 -0.22 0.0000
H -1.58287 -1.78160 5.09478 -0.21 0.22 0.08 0.0000
H 2.18856 -2.45919 3.61753 0.16 -0.01 0.31 0.0000
H 2.09213 -2.01013 1.92480 0.04 0.07 -0.06 0.0002
H 1.15966 -3.36415 2.54275 -0.09 -0.27 -0.09 0.0000
H 1.68769 -0.10343 4.74488 0.27 -0.20 0.21 0.0000
H 0.49108 1.09795 4.34246 -0.15 0.18 0.08 0.0002
H 1.75190 0.69162 3.18881 0.09 0.01 -0.16 0.0002
H -3.85554 -1.33140 1.70435 -0.01 -0.03 0.04 0.0000
H -5.48104 -1.96164 -0.00903 -0.10 -0.02 -0.01 0.0000
H -5.07906 -1.39602 -2.38128 -0.02 -0.02 -0.06 0.0000
H -3.00905 -0.20158 -3.01838 0.00 0.01 -0.04 0.0000
H -1.38014 0.46051 -1.31677 -0.20 -0.03 -0.17 0.0018
C 0.39854 4.98799 -1.61486 0.16 -0.21 -0.01 0.0000
C 1.50771 3.94147 -1.69646 0.25 0.66 0.08 0.0006
O 0.93172 2.64378 -1.78714 0.17 -0.85 -0.06 0.0063
P 1.95317 1.36707 -1.78589 2.21 1.74 -0.36 -0.0014
O 1.12753 0.20879 -2.21573 -1.01 -0.69 -0.07 -0.0001
Te 2.93808 1.01796 0.33700 0.22 0.31 -0.05 0.0025
O 3.07524 1.79096 -2.86575 -0.34 -0.24 0.63 -0.0009
C 2.71234 1.80152 -4.24542 -0.16 -0.04 -0.67 -0.0003
C 3.51467 0.75406 -4.99558 -0.15 0.18 0.29 0.0000
H 0.62770 5.83858 -2.25346 0.00 0.05 0.02 0.0000
H 0.25779 5.34932 -0.60032 -0.07 0.01 0.06 0.0000
H -0.53112 4.54157 -1.96017 -0.09 0.03 -0.04 0.0000
H 2.16975 3.97573 -0.81900 -0.07 0.05 -0.13 0.0002
H 2.12642 4.11409 -2.58241 -0.04 -0.07 0.10 0.0002
H 2.92523 2.80492 -4.62981 -0.07 -0.10 0.05 0.0000
H 1.63870 1.60114 -4.34890 0.14 0.11 -0.06 0.0000
H 4.57863 0.93429 -4.86131 0.08 0.00 -0.05 0.0000
H 3.27050 0.79468 -6.05423 0.02 -0.04 -0.11 0.0000
H 3.27721 -0.23337 -4.60465 0.00 -0.08 -0.05 0.0000
```
Positions in Å, forces in eV/Å.

Output
**Charge**: 0
**Spin multiplicity**: 2
**Expectation value of S²**: 0.76
**Energy above the lowest of the compared OMol25 structures with the same formula, charge and spin**: 69.3 kcal/mol
**E_HOMO (alpha / beta)**: -6.82 / -6.40 eV



Entry 2:
DFT (ωB97M-V/def2-TZVPD) results for a cluster of 2 separate species, C4H9NO in total.

XYZ file:
```
15
Properties=species:S:1:pos:R:3:forces:R:3:lowdin_charge:R:1
C 1.72421 -1.72603 -1.05455 0.19 0.59 0.41 -0.1299
C 1.77228 0.46465 -0.26371 -0.33 -1.37 0.79 -0.0682
N 1.08351 -0.58752 -0.39626 -0.15 0.17 -0.49 -0.0993
H 1.79791 -1.44413 -2.10354 0.10 -0.43 -0.14 0.0796
H 1.13744 -2.62691 -0.93217 -0.18 -0.05 -0.07 0.0653
H 2.71908 -1.90052 -0.63192 0.08 -0.03 -0.20 0.0728
H 1.25571 1.28965 0.20765 0.38 0.51 -0.09 0.0540
H 2.85136 0.42125 -0.42289 0.09 0.62 -0.26 0.0764
O -3.15559 0.26247 -0.44323 -0.07 -0.13 0.42 0.0206
C -2.78854 1.02532 0.42392 0.02 -0.40 -1.54 -0.3077
C -1.50856 0.77822 1.16645 0.12 0.47 0.03 -0.0616
H -3.37740 1.95380 0.48271 0.20 0.25 0.79 0.1093
H -0.76376 0.45656 0.43676 -0.18 -0.20 -0.01 0.0303
H -1.62269 -0.04103 1.87439 -0.06 0.06 0.12 0.0872
H -1.12496 1.67424 1.65639 -0.21 -0.06 0.24 0.0711
```
Positions in Å, forces in eV/Å.

Output
**Charge**: 0
**Spin multiplicity**: 1
**SMILES string**: C=NC.CC=O
**Energy above the lowest of the compared OMol25 structures with the same formula, charge and spin**: 58.5 kcal/mol
**E_HOMO**: -9.55 eV